Entry 1:
C19H13F2InO7 | ωB97M-V/def2-TZVPD

Values from the calculation:
E_tot = -1648.1735 a.u.
HOMO-LUMO gap = 3.01 eV
LUMO energy = -4.80 eV

ORCA input file:
```
! RIJCOSX wB97M-V def2-TZVPD def2/J DEFGRID3
* xyz 0 1
In 6.04 38.76 -9.74
C 2.87 42.50 -5.40
C 3.46 41.99 -6.60
C 4.55 40.91 -6.55
O 5.02 40.47 -7.58
C 4.90 40.39 -5.26
C 4.23 40.85 -4.13
C 3.18 41.93 -4.16
O 2.60 42.33 -3.15
O 4.45 40.28 -3.04
O 3.10 42.42 -7.68
H 2.12 43.28 -5.45
H 5.70 39.67 -5.18
O 1.46 39.58 -11.08
C 2.69 39.55 -10.55
O 3.33 38.46 -10.48
O 3.22 40.60 -10.09
H 1.39 38.63 -11.31
F 4.56 37.19 -8.02
C 4.65 36.34 -6.96
C 4.91 35.01 -7.22
C 4.82 34.09 -6.19
C 4.59 34.52 -4.89
C 4.38 35.88 -4.64
C 4.28 36.78 -5.71
H 5.09 34.78 -8.26
H 5.16 33.08 -6.34
H 4.72 33.87 -4.04
H 4.05 36.24 -3.68
H 4.05 37.81 -5.48
F 8.47 39.30 -11.26
C 9.69 39.86 -11.10
C 10.59 39.21 -10.30
C 11.88 39.68 -10.19
C 12.30 40.76 -11.00
C 11.40 41.40 -11.82
C 10.06 40.98 -11.80
H 10.32 38.33 -9.73
H 12.58 39.17 -9.54
H 13.34 41.03 -11.01
H 11.77 42.25 -12.39
H 9.30 41.49 -12.38
*
```

***

Entry 2:
C29H30N5O2SbTi | ωB97M-V/def2-TZVPD

Values from the calculation:
E_tot = -2637.1505 a.u.
HOMO-LUMO gap (alpha / beta) = 4.45 / 6.07 eV
LUMO energy (alpha / beta) = -0.15 / -0.13 eV
relative energy (zero: lowest compared OMol25 entry of this formula, charge and spin) = 0.000 eV

ORCA input file:
```
! RIJCOSX wB97M-V def2-TZVPD def2/J DEFGRID3
* xyz 0 1
Ti 0.61 0.93 0.06
O -0.37 0.75 -1.63
C -1.60 0.51 -1.98
C -1.88 -0.06 -3.25
C -3.17 -0.33 -3.64
C -4.25 -0.04 -2.80
C -4.01 0.51 -1.57
C -2.70 0.78 -1.12
C -2.50 1.29 0.21
N -1.35 1.41 0.79
C -1.34 1.99 2.13
C -0.28 1.26 2.92
N 0.92 1.12 2.10
C 2.03 0.95 2.76
C 3.32 0.69 2.18
C 4.44 0.56 3.02
C 5.68 0.28 2.52
C 5.85 0.12 1.14
C 4.78 0.24 0.29
C 3.49 0.54 0.78
O 2.48 0.66 -0.05
H -1.04 -0.26 -3.90
H -3.35 -0.76 -4.62
H -5.26 -0.25 -3.12
H -4.83 0.73 -0.90
H -3.41 1.58 0.75
H -2.32 1.90 2.62
H -1.09 3.05 2.06
H -0.64 0.26 3.18
H -0.06 1.78 3.86
H 2.00 1.00 3.85
H 4.30 0.69 4.09
H 6.53 0.18 3.19
H 6.83 -0.11 0.74
H 4.89 0.12 -0.78
C 0.41 5.46 0.23
Sb 1.33 3.66 -0.50
C 3.30 4.05 0.21
C 1.60 4.31 -2.52
H 0.99 6.33 -0.09
H 0.38 5.44 1.32
H -0.60 5.54 -0.15
H 3.64 5.03 -0.11
H 3.97 3.28 -0.17
H 3.31 3.99 1.30
H 2.05 5.30 -2.55
H 0.63 4.34 -3.02
H 2.23 3.60 -3.04
N -5.65 -7.59 -1.40
C -4.81 -6.85 -1.16
C -3.76 -5.91 -0.86
C -2.73 -6.28 0.00
C -1.72 -5.38 0.29
C -1.74 -4.12 -0.29
C -2.76 -3.75 -1.16
C -3.77 -4.64 -1.44
N -0.71 -3.20 0.01
C 0.63 -3.45 0.22
C 1.22 -2.24 0.37
N 0.27 -1.24 0.27
C -0.87 -1.85 0.06
H -2.73 -7.27 0.45
H -0.94 -5.65 0.99
H -2.75 -2.78 -1.63
H -4.57 -4.37 -2.11
H 1.03 -4.45 0.20
H 2.26 -2.00 0.53
H -1.83 -1.37 -0.05
*
```

***

Entry 3:
C3H12NO3 | ωB97M-V/def2-TZVPD

Values from the calculation:
⟨S²⟩ = 0.751
E_tot = -401.7922 a.u.
HOMO-LUMO gap (alpha / beta) = 1.55 / 6.45 eV
LUMO energy (alpha / beta) = 5.71 / 5.57 eV
relative energy (zero: lowest compared OMol25 entry of this formula, charge and spin) = 1.513 eV

ORCA input file:
```
! RIJCOSX wB97M-V def2-TZVPD def2/J DEFGRID3
* xyz -2 2
C -0.50 -3.11 0.62
N -1.22 -2.23 -0.33
C -0.78 -0.82 -0.33
C 0.79 -0.46 -0.49
O 0.94 0.86 -0.18
H -0.90 -4.12 0.43
H -0.56 -2.88 1.69
H 0.55 -3.03 0.36
H -2.19 -2.14 -0.03
H -1.29 -0.09 0.28
H -1.05 -0.49 -1.37
H 1.07 -0.84 -1.49
H 1.30 -1.24 0.11
H 0.35 2.42 1.86
H 0.08 1.62 0.58
O -0.35 2.40 1.21
H 1.08 4.12 -0.56
H 1.45 4.97 -1.65
O 1.23 5.06 -0.71
*
```

***

Entry 4:
C38H96O36S10 | ωB97M-V/def2-TZVPD

Values from the calculation:
E_tot = -8195.7861 a.u.
HOMO-LUMO gap = 10.51 eV
LUMO energy = 0.17 eV
relative energy (zero: lowest compared OMol25 entry of this formula, charge and spin) = 1.135 eV

ORCA input file:
```
! RIJCOSX wB97M-V def2-TZVPD def2/J DEFGRID3
* xyz 0 1
C 4.83 4.98 23.77
C 5.80 4.45 22.75
O 5.15 3.98 21.55
C 4.46 2.79 21.69
O 4.53 2.10 22.65
O 3.81 2.53 20.52
C 3.00 1.35 20.47
H 4.00 4.34 23.99
H 4.27 5.85 23.37
H 5.37 5.14 24.69
H 6.40 3.65 23.24
H 6.51 5.22 22.41
H 3.75 0.59 20.20
H 2.24 1.52 19.65
H 2.60 1.07 21.46
C 3.37 -0.13 26.77
C 4.34 0.97 26.28
O 5.27 0.39 25.39
C 6.16 1.20 24.83
O 6.26 2.38 24.97
O 6.89 0.44 24.03
C 8.11 1.02 23.47
H 4.02 -1.06 26.86
H 2.56 -0.39 26.01
H 3.04 0.21 27.74
H 4.89 1.28 27.19
H 3.89 1.86 25.91
H 7.91 1.70 22.70
H 8.70 0.13 23.17
H 8.63 1.41 24.29
O 12.07 -3.75 27.90
S 10.94 -3.90 27.05
O 9.67 -4.14 27.64
O 10.86 -2.60 26.16
C 11.97 -1.63 26.15
C 11.49 -0.64 25.08
C 11.17 -5.07 25.74
H 12.87 -2.09 25.80
H 12.02 -1.19 27.21
H 10.62 -0.14 25.56
H 11.12 -1.09 24.17
H 12.26 0.08 24.76
H 10.90 -4.64 24.79
H 10.65 -5.93 26.05
H 12.21 -5.46 25.70
O 8.06 0.67 26.86
S 8.37 0.09 28.13
O 9.73 -0.10 28.63
O 7.62 0.85 29.26
C 8.09 1.01 30.70
C 6.97 1.01 31.66
C 7.52 -1.40 28.27
H 8.68 1.92 30.73
H 8.79 0.24 30.89
H 7.37 1.50 32.59
H 6.65 0.00 31.88
H 6.12 1.60 31.35
H 7.93 -1.96 27.45
H 6.46 -1.29 28.17
H 7.74 -1.81 29.25
O -2.36 1.34 26.57
S -0.95 1.29 26.23
O -0.19 0.14 26.56
O -0.96 1.53 24.69
C 0.31 1.43 23.96
C 1.21 2.64 23.88
C -0.26 2.83 26.95
H 0.04 1.05 23.01
H 0.88 0.63 24.48
H 2.03 2.20 23.25
H 1.63 2.82 24.87
H 0.67 3.40 23.43
H 0.79 2.92 26.93
H -0.60 2.84 27.99
H -0.67 3.69 26.41
O 11.64 7.59 23.35
S 10.90 6.45 23.73
O 11.30 5.58 24.85
O 9.39 6.82 24.06
C 9.01 8.20 24.17
C 9.36 8.81 25.46
C 10.74 5.36 22.30
H 7.94 8.21 24.00
H 9.45 8.77 23.34
H 9.08 8.13 26.24
H 8.83 9.72 25.57
H 10.45 9.00 25.46
H 11.73 4.94 22.05
H 10.35 6.03 21.54
H 10.04 4.56 22.66
O 3.35 -4.00 28.83
S 4.17 -4.68 27.84
O 4.95 -3.88 26.93
O 5.19 -5.66 28.55
C 5.64 -5.59 29.93
C 5.18 -6.79 30.76
C 3.12 -5.83 27.03
H 5.36 -4.68 30.39
H 6.70 -5.58 29.87
H 5.71 -6.65 31.68
H 5.32 -7.76 30.39
H 4.14 -6.60 30.99
H 3.59 -6.34 26.21
H 2.19 -5.35 26.81
H 2.94 -6.47 27.89
O 6.32 1.07 20.55
S 7.03 0.72 19.33
O 7.28 1.68 18.28
O 8.41 0.04 19.62
C 8.38 -0.92 20.75
C 9.85 -1.24 21.08
C 6.03 -0.61 18.66
H 7.94 -1.80 20.37
H 7.75 -0.52 21.51
H 9.88 -1.99 21.81
H 10.39 -0.33 21.27
H 10.40 -1.70 20.27
H 6.63 -1.31 18.01
H 5.17 -0.17 18.11
H 5.65 -1.19 19.47
O 6.74 5.28 29.75
S 7.07 5.11 28.36
O 6.70 6.09 27.39
O 8.64 4.77 28.30
C 9.40 4.71 27.07
C 10.20 3.43 27.04
C 6.34 3.55 27.89
H 9.98 5.59 26.99
H 8.63 4.78 26.25
H 9.61 2.55 26.96
H 10.66 3.26 28.02
H 11.00 3.37 26.28
H 6.39 3.15 26.91
H 5.31 3.75 28.20
H 6.77 2.89 28.58
O 3.23 -4.03 24.08
S 2.73 -3.01 23.19
O 2.08 -3.38 21.96
O 1.76 -2.14 23.94
C 0.79 -2.79 24.81
C -0.25 -3.65 24.12
C 4.04 -1.90 22.89
H 0.22 -1.92 25.19
H 1.38 -3.26 25.62
H 0.01 -4.64 23.85
H -0.61 -3.18 23.18
H -1.16 -3.65 24.73
H 3.57 -0.99 22.60
H 4.60 -2.31 22.03
H 4.57 -1.65 23.79
O 4.16 1.92 30.21
S 3.04 2.69 29.80
O 2.73 3.00 28.44
O 1.73 2.11 30.43
C 1.86 0.80 30.95
C 2.17 0.78 32.42
C 3.23 4.29 30.60
H 2.53 0.15 30.40
H 0.86 0.43 30.94
H 1.36 1.21 33.02
H 3.05 1.22 32.77
H 2.28 -0.32 32.72
H 3.57 4.08 31.64
H 2.52 5.02 30.32
H 4.28 4.59 30.14
O 9.30 -4.04 23.35
S 7.85 -3.87 23.47
O 7.05 -3.44 22.37
O 7.38 -5.40 23.85
C 5.98 -5.73 23.91
C 6.08 -6.94 24.73
C 7.45 -2.88 24.92
H 5.41 -5.79 23.01
H 5.36 -4.96 24.39
H 6.51 -6.83 25.69
H 6.82 -7.47 24.16
H 5.17 -7.57 24.74
H 7.95 -3.25 25.82
H 6.40 -2.96 25.19
H 7.75 -1.84 24.70
*
```

***

> The lowest E_tot belongs to which entry?

C38H96O36S10

***

> The lowest E_tot belongs to which entry?

C38H96O36S10

***

> What is the E_tot in the third record?

-401.7922 a.u.